A single C7H8ClPS molecule in a non-equilibrium geometry. Source: OMol25; level of theory: ωB97M-V/def2-TZVPD.

Geometry (Å):
C1 -2.263 1.346 2.211
S1 -1.268 2.272 1.052
P1 0.681 1.253 1.412
Cl1 1.966 2.643 1.021
C2 0.968 -0.023 0.002
C3 1.553 0.335 -1.155
C4 1.399 -0.504 -2.260
C5 0.753 -1.749 -2.001
C6 0.078 -2.073 -0.834
C7 0.212 -1.201 0.226
H1 -1.800 0.723 3.060
H2 -2.923 0.664 1.542
H3 -2.988 2.042 2.550
H4 1.895 1.374 -1.213
H5 1.910 -0.223 -3.189
H6 0.787 -2.626 -2.655
H7 -0.485 -2.990 -0.931
H8 -0.475 -1.263 1.160

Results
total charge	0
structure (SMILES)	CSP(Cl)c1ccccc1
E_tot	-40034.7126	eV
energy relative to the best compared isomer or geometry (same formula, charge and spin)	11.3	kJ/mol
M	190.635	g mol⁻¹
gap between HOMO and LUMO	8.9	eV
E_HOMO	-8.47	eV

Here are the Löwdin charges for atoms 1 to 4, given in e: atom 1 (C): -0.5664, atom 2 (S): 0.4517, atom 3 (P): 0.2770, atom 4 (Cl): 0.2436